(1)
ORCA calculation (ωB97M-V with the def2-TZVPD basis set) on a molecular structure, C37H38Cl2O2P2V at a distorted geometry.

Properties
**Multiplicity**: 4
**Lowest unoccupied orbital energy (alpha / beta)**: 0.002 / -0.056 eV
**Net charge**: 0
**Kohn-Sham gap (alpha / beta)**: 5.04 / 5.20 eV

The geometry in XYZ format:
```
82
C37H38Cl2O2P2V (ωB97M-V with the def2-TZVPD basis set)
V -0.07620 1.21333 1.24333
C -1.54863 0.87245 -3.26372
C -1.61304 -0.45532 -3.09682
C -0.94119 -1.47748 -4.00319
C 0.50409 -1.12194 -4.45225
C 1.37733 -0.29640 -3.55183
C 1.38538 1.04367 -3.59997
C 0.52034 1.88324 -4.46552
C -0.95938 1.42386 -4.54275
C 1.29479 0.15348 2.61139
H -2.06602 1.56235 -2.57251
H -2.25950 -0.89584 -2.32276
H -1.46992 -1.65664 -4.95567
H -0.95541 -2.43916 -3.46505
H 1.01641 -2.06223 -4.64798
H 0.44390 -0.65908 -5.44225
H 2.20054 -0.84555 -3.06750
H 2.19197 1.63800 -3.18481
H 0.87852 1.90141 -5.50863
H 0.59357 2.90884 -4.07273
H -1.53536 2.26075 -4.93647
H -1.01441 0.66771 -5.33400
H 0.77567 1.10036 2.98425
H 2.26009 0.14316 3.11295
H 0.64700 -0.65297 2.92751
P -1.22670 -0.84120 0.75865
P 2.00906 -0.06925 0.97847
C -0.09641 -1.17843 -0.56410
C 1.19733 -0.74853 -0.45108
C -2.16078 -2.33790 1.07839
C -2.54922 -3.17187 0.00178
C -3.36669 -4.27292 0.28142
C -3.75652 -4.55643 1.59926
C -3.39801 -3.69583 2.64587
C -2.58572 -2.60028 2.39784
C -2.49400 0.43711 0.28733
C -1.97748 1.77904 0.22953
C -2.83764 2.87903 0.28241
C -4.20803 2.68820 0.29793
C -4.72992 1.38018 0.32696
C -3.89348 0.24751 0.32975
C 3.44431 -1.12596 1.18671
C 3.18540 -2.41745 1.68333
C 4.26714 -3.22833 1.98812
C 5.57583 -2.79248 1.77403
C 5.80422 -1.54250 1.18542
C 4.74607 -0.69505 0.85295
C 2.42015 1.69115 0.58737
C 2.66897 2.64239 1.61200
C 3.09403 3.91462 1.23790
C 3.27032 4.25275 -0.10489
C 3.09908 3.28158 -1.10230
C 2.72454 1.98640 -0.75931
H -0.44063 -1.85348 -1.34347
H 1.89395 -0.96186 -1.24994
H -2.25118 -2.96295 -1.04051
H -3.68749 -4.91165 -0.54474
H -4.34041 -5.45113 1.81548
H -3.72671 -3.86465 3.66787
H -2.30945 -1.92803 3.21842
H -0.87970 2.12394 0.01539
H -2.35717 3.85342 0.28391
H -4.86726 3.55719 0.28855
H -5.81421 1.24759 0.36172
H -4.33188 -0.76461 0.39604
H 2.15823 -2.76659 1.84447
H 4.08618 -4.19139 2.43610
H 6.42000 -3.39804 2.10633
H 6.82321 -1.20110 1.01969
H 4.93989 0.28055 0.37513
H 2.52810 2.35275 2.66424
H 3.24779 4.63543 2.03337
H 3.53646 5.27459 -0.36114
H 3.25855 3.55146 -2.14361
H 2.63208 1.20542 -1.52262
Cl -2.22221 2.79547 5.83195
C -2.74150 1.26722 5.14715
Cl -4.27232 1.31784 4.20566
C -1.66440 0.84338 4.10557
O -1.36959 -0.37331 4.19790
O -1.32046 1.73630 3.28006
H -2.80425 0.47074 5.89631
```

(2)
ORCA calculation (ωB97M-V with the def2-TZVPD basis set) on a molecular structure, C37H38Cl3O5P3RuS2 at a distorted geometry.

Properties
**Energy above the lowest of the compared OMol25 structures with the same formula, charge and spin**: 340.5 kJ/mol
**Lowest unoccupied orbital energy (alpha / beta)**: -1.732 / -1.737 eV
**Net charge**: 0
**Kohn-Sham gap (alpha / beta)**: 6.11 / 6.12 eV

The geometry in XYZ format:
```
89
C37H38Cl3O5P3RuS2 (ωB97M-V with the def2-TZVPD basis set)
Ru -1.39772 -0.09899 -1.72196
C 1.58189 -3.09065 0.52427
C 1.36447 -2.52792 -0.89048
P 1.51808 -0.70491 -1.16412
C 3.37010 -0.52206 -1.20748
C 4.10114 -0.79319 -0.04699
C 5.48290 -0.68819 -0.02329
C 6.17230 -0.29718 -1.16106
C 5.46153 -0.01914 -2.31691
C 4.07696 -0.12828 -2.34204
C 1.25757 -0.60059 -2.98369
C 1.17373 0.68090 -3.53381
C 1.06648 0.86006 -4.90549
C 1.03780 -0.23983 -5.74979
C 1.11827 -1.51846 -5.21466
C 1.23193 -1.69773 -3.84467
C 0.86437 -2.43370 1.71526
P 1.61078 -0.85150 2.32511
C 2.61804 -1.46369 3.73812
C 3.31210 -2.66960 3.64195
C 4.07990 -3.13885 4.69919
C 4.17502 -2.40272 5.87034
C 3.51545 -1.18480 5.96557
C 2.75103 -0.71668 4.90797
C 0.24339 -0.08571 3.26657
C -0.65522 -0.82757 4.03382
C -1.56026 -0.19259 4.86851
C -1.57351 1.19510 4.95240
C -0.68826 1.94236 4.19272
C 0.21392 1.30310 3.35164
H 2.65652 -3.12982 0.71631
H 1.24550 -4.13016 0.48605
H 0.34406 -2.76692 -1.20960
H 2.06399 -3.03254 -1.56031
H 3.59140 -1.07797 0.85991
H 6.01601 -0.90071 0.89481
H 7.25036 -0.20355 -1.14455
H 5.98176 0.28890 -3.21510
H 3.56608 0.08573 -3.26921
H 1.20837 1.54816 -2.88424
H 1.00760 1.86325 -5.30888
H 0.94943 -0.10417 -6.82003
H 1.09285 -2.38130 -5.86796
H 1.28045 -2.70426 -3.45304
H 0.84350 -3.15582 2.53414
H -0.16339 -2.18837 1.44624
H 3.25291 -3.26178 2.73574
H 4.60094 -4.08346 4.60641
H 4.75962 -2.77366 6.70211
H 3.59317 -0.59589 6.87081
H 2.23806 0.23321 5.00203
H -0.63505 -1.91075 3.99742
H -2.24599 -0.78012 5.46645
H -2.27700 1.68992 5.61034
H -0.69365 3.02346 4.25528
H 0.91163 1.88626 2.76108
Cl -6.28302 -3.02556 3.17223
C -5.00330 -2.41899 2.16406
C -4.92831 -1.06597 1.89681
C -3.88753 -0.58347 1.12224
Cl -3.81878 1.11681 0.83101
C -2.88627 -1.41294 0.60403
O -1.80568 -1.01022 -0.03695
C -3.05566 -2.78776 0.84991
Cl -1.95366 -3.90869 0.10713
C -4.07261 -3.29545 1.63612
H -5.66288 -0.38115 2.29530
H -4.13875 -4.35760 1.82112
C -2.51606 4.95210 -4.89473
C -2.04613 3.51772 -4.80408
O -1.41390 3.24827 -3.53057
P -2.22112 2.68792 -2.28381
S -0.85110 2.11838 -0.95577
S -3.40854 1.16564 -2.69920
O -2.97596 4.00854 -1.81762
C -3.96498 4.00899 -0.76623
C -4.73559 5.30302 -0.85874
H -2.99948 5.11396 -5.85938
H -1.67642 5.64080 -4.80610
H -3.23111 5.17816 -4.10565
H -1.27707 3.30561 -5.54495
H -2.86313 2.80884 -4.95360
H -3.44515 3.91976 0.18963
H -4.61847 3.14483 -0.89131
H -4.06361 6.15900 -0.80385
H -5.44205 5.36488 -0.03015
H -5.29528 5.35463 -1.79247
O -1.88752 -1.68826 -2.82425
O -1.53421 -0.70645 -3.58940
```

- net charge of number 2 (C37H38Cl3O5P3RuS2)?
  0

- Which value of net charge does entry 1 give?
  0